(1)
Below is 9 unconnected molecules or ions with the total composition C27H56ClF4IN11O22PS2, with properties calculated with ωB97M-V/def2-TZVPD.

XYZ file:
```
125
Properties=species:S:1:pos:R:3:lowdin_charge:R:1
C -0.924 0.207 3.936 -0.101
C -0.909 -1.126 3.006 -0.281
C -1.771 -1.006 1.685 -0.561
Cl -2.870 -2.480 1.576 0.609
C -1.058 -0.587 0.308 -0.388
C -0.949 0.979 0.304 -0.058
C -2.111 1.942 -0.077 -0.343
C -1.659 3.393 -0.638 -0.044
N -3.410 1.818 0.044 0.136
O -1.631 -1.329 -0.754 -0.192
C -2.582 -0.866 -1.642 -0.286
C -2.152 0.056 -2.874 -0.289
F -1.938 -0.668 -4.098 -0.003
F -0.973 0.807 -2.706 0.064
C -3.312 1.138 -3.255 -0.177
F -2.784 2.464 -3.304 0.010
F -3.773 0.901 -4.588 -0.019
P -3.337 -2.455 -2.452 0.437
O -2.158 -3.437 -3.174 -0.221
O -4.065 -3.460 -1.256 -0.284
S -4.832 -2.006 -3.644 0.337
C 0.513 -1.132 0.179 -0.698
N 1.480 -0.376 0.960 0.083
I 0.509 -3.313 0.612 1.029
O 0.760 -0.977 -1.207 -0.187
C 1.880 -1.428 -1.894 -0.698
S 1.695 -3.062 -2.845 0.754
C 1.988 -0.384 -3.164 -0.149
C 2.451 1.073 -2.719 -0.147
O 3.866 1.192 -3.096 -0.090
C 4.238 2.553 -3.229 -0.421
C 4.732 3.063 -4.669 0.012
O 4.209 3.327 -2.258 0.069
C 3.357 -1.396 -1.313 -0.129
C 3.868 -2.625 -0.465 -0.388
C 4.381 -4.030 -1.005 -0.079
N 3.895 -2.459 0.847 0.075
H -1.972 0.487 4.282 0.084
H -0.342 1.070 3.482 0.062
H -0.363 -0.106 4.890 0.088
H -1.397 -1.933 3.662 0.097
H 0.176 -1.424 2.907 0.069
H -2.502 -0.145 1.924 0.104
H -0.607 1.284 1.364 0.135
H -0.048 1.277 -0.348 0.120
H -2.428 3.845 -1.333 0.076
H -1.665 4.058 0.306 0.086
H -0.596 3.399 -1.028 0.077
H -3.541 0.888 0.474 0.038
H -3.527 -0.400 -1.178 0.134
H -4.224 1.070 -2.590 0.152
H -1.327 -2.909 -3.142 0.035
H -3.668 -4.359 -1.370 0.076
H 1.835 0.386 0.353 0.086
H 1.141 0.088 1.800 0.071
H 1.226 -2.769 -4.114 -0.098
H 1.008 -0.398 -3.761 0.111
H 2.775 -0.793 -3.894 0.122
H 2.257 1.290 -1.623 0.119
H 1.905 1.859 -3.348 0.145
H 3.854 3.261 -5.362 0.098
H 5.321 4.026 -4.523 0.067
H 5.442 2.303 -5.125 0.091
H 3.552 -0.457 -0.682 0.125
H 4.070 -1.288 -2.208 0.136
H 5.474 -4.251 -0.801 0.084
H 3.770 -4.829 -0.445 0.087
H 4.162 -4.213 -2.113 0.046
H 4.243 -3.316 1.305 0.056
C -4.750 4.553 2.620 0.043
N -3.630 4.397 3.584 -0.444
O -3.537 5.223 4.474 0.067
O -2.883 3.448 3.412 0.037
H -5.328 5.431 2.893 0.070
H -4.316 4.669 1.628 0.097
H -5.363 3.655 2.680 0.108
C -7.951 7.373 4.053 0.043
N -8.020 6.020 3.441 -0.450
O -7.708 5.919 2.266 0.047
O -8.385 5.110 4.160 0.068
H -7.613 8.081 3.299 0.096
H -8.951 7.628 4.401 0.102
H -7.245 7.323 4.880 0.103
C 6.182 -0.472 2.260 0.035
N 7.299 -0.658 3.222 -0.443
O 7.410 0.161 4.120 0.044
O 8.025 -1.618 3.044 0.067
H 5.623 0.417 2.539 0.095
H 6.619 -0.357 1.269 0.102
H 5.551 -1.357 2.313 0.069
C -2.503 -6.146 2.772 0.021
N -1.238 -5.567 3.290 -0.439
O -1.324 -4.702 4.144 0.044
O -0.199 -6.001 2.822 0.008
H -3.339 -5.668 3.275 0.095
H -2.536 -5.954 1.700 0.098
H -2.485 -7.210 2.980 0.056
C -4.013 -9.960 5.395 0.050
N -3.661 -8.886 4.431 -0.427
O -3.592 -9.191 3.253 0.070
O -3.466 -7.774 4.891 0.055
H -4.157 -10.889 4.848 0.097
H -3.189 -10.051 6.101 0.104
H -4.932 -9.661 5.898 0.104
C -5.140 -3.558 -7.137 0.026
N -5.904 -4.516 -7.979 -0.452
O -6.642 -5.299 -7.408 0.062
O -5.736 -4.446 -9.184 0.053
H -5.387 -3.734 -6.093 0.053
H -4.081 -3.735 -7.318 0.102
H -5.430 -2.553 -7.438 0.102
C 5.833 7.823 -4.102 0.044
N 5.412 7.318 -5.435 -0.443
O 5.588 6.133 -5.667 0.047
O 4.922 8.127 -6.199 0.070
H 6.250 6.996 -3.530 0.096
H 6.582 8.596 -4.265 0.102
H 4.949 8.226 -3.610 0.102
C 8.666 3.135 5.136 0.037
N 8.377 4.464 4.536 -0.451
O 9.063 4.813 3.591 0.059
O 7.472 5.108 5.035 0.056
H 9.490 2.677 4.594 0.096
H 8.932 3.297 6.179 0.102
H 7.763 2.532 5.047 0.083
```

## Properties
E_LUMO ... -0.36 eV
SMILES ... [H]/N=C(/C)C[C@](O[C@@H](C(F)(F)C(F)F)P(O)(O)=S)([C@@H](Cl)CC)[C@@](N)(I)O[C@@](S)(CCOC(C)=O)C/C(C)=N/[H].C[N+](=O)[O-].C[N+](=O)[O-].C[N+](=O)[O-].C[N+](=O)[O-].C[N+](=O)[O-].C[N+](=O)[O-].C[N+](=O)[O-].C[N+](=O)[O-]
HOMO-LUMO gap ... 8.70 eV
Net charge ... 0
Max |F| ... 4.40 eV Å⁻¹
Total energy ... -5614.14787 Ha

(2)
Below is 2 unconnected molecules or ions with the total composition H4N2O3S, with properties calculated with ωB97M-V/def2-TZVPD.

XYZ file:
```
10
Properties=species:S:1:pos:R:3:lowdin_charge:R:1
N -1.101 -1.678 -0.019 -0.036
N 0.959 1.267 0.205 -0.017
O -2.878 1.488 0.430 -0.482
O -2.220 -0.978 0.456 -0.461
O 0.434 0.493 -0.692 -0.200
S -2.354 0.508 -0.407 0.944
H -1.336 -2.014 -0.938 0.073
H -0.345 -1.092 0.028 -0.021
H 1.595 1.926 -0.218 0.099
H 1.571 0.715 0.790 0.100
```

## Properties
E_LUMO (alpha / beta) ... -0.31 / -0.97 eV
HOMO-LUMO gap (alpha / beta) ... 9.23 / 7.15 eV
Net charge ... 0
Max |F| ... 5.56 eV Å⁻¹
Total energy ... -735.60188 Ha

(3)
Below is a gas-phase ion, C4H11N2O (charge +1), with properties calculated with ωB97M-V/def2-TZVPD.

XYZ file:
```
18
Properties=species:S:1:pos:R:3:lowdin_charge:R:1
C -0.626 -0.154 -0.473 -0.275
C -0.698 -1.584 -0.909 0.017
C 0.470 1.542 1.104 0.050
C 1.312 -0.687 0.830 -0.046
N -1.487 0.589 -1.005 0.056
N 0.295 0.199 0.446 -0.128
O -1.714 1.878 -0.715 0.097
H -0.815 -2.221 -0.061 0.091
H 0.217 -1.895 -1.505 0.135
H -1.550 -1.845 -1.624 0.128
H 1.502 1.412 1.212 0.067
H 0.103 2.273 0.394 0.090
H 0.006 1.556 2.079 0.109
H 2.193 -0.423 0.355 0.088
H 1.455 -0.644 1.991 0.158
H 0.916 -1.659 0.497 0.081
H -2.045 0.236 -1.744 0.174
H -2.577 2.124 -0.898 0.106
```

## Properties
E_LUMO ... -3.13 eV
SMILES ... CC(NO)=[N+](C)C
HOMO-LUMO gap ... 10.81 eV
Net charge ... +1
Max |F| ... 4.98 eV Å⁻¹
Total energy ... -343.42140 Ha

(4)
Below is a molecular structure, C4H9NOS2, with properties calculated with ωB97M-V/def2-TZVPD.

XYZ file:
```
17
Properties=species:S:1:pos:R:3:lowdin_charge:R:1
C -2.077 -1.471 -0.212 -0.129
C -1.257 0.927 0.081 -0.985
C 0.597 -0.538 0.409 -0.426
C 2.802 1.100 0.098 -0.487
H -0.880 -2.143 -0.400 0.147
H -3.053 -2.226 -0.892 0.176
H -2.460 -1.228 1.070 0.175
H -2.613 0.336 -1.086 0.048
H -0.066 -1.268 -0.017 -0.036
H 1.232 -0.681 1.254 0.077
H 3.755 0.774 0.719 0.075
H 2.289 1.982 0.620 0.068
H 3.494 1.377 -0.821 0.051
N -1.959 -0.065 -0.549 -0.102
O -0.232 0.644 0.916 -0.186
S -1.358 2.469 -0.358 0.703
S 1.784 0.009 -0.832 0.831
```

## Properties
E_LUMO ... 0.30 eV
HOMO-LUMO gap ... 8.60 eV
Net charge ... 0
Max |F| ... 5.13 eV Å⁻¹
Total energy ... -1083.97516 Ha

(5)
Below is 8 unconnected molecules or ions with the total composition C32H32N8O8, with properties calculated with ωB97M-V/def2-TZVPD.

XYZ file:
```
80
Properties=species:S:1:pos:R:3:lowdin_charge:R:1
C -20.767 35.398 17.281 -0.070
C -21.324 34.839 18.538 -0.282
N -21.774 34.398 19.490 0.119
H -20.695 34.562 16.585 0.080
H -19.829 35.931 17.434 0.076
H -21.447 36.151 16.882 0.077
C -11.568 23.948 9.889 -0.068
C -10.456 24.207 10.792 -0.310
N -9.634 24.376 11.573 0.121
H -12.234 24.795 10.053 0.085
H -12.090 23.155 10.425 0.084
H -11.213 23.653 8.902 0.088
C -25.619 28.894 12.507 -0.076
C -25.283 30.115 13.250 -0.285
N -24.993 31.056 13.847 0.121
H -25.720 28.974 11.425 0.079
H -26.590 28.592 12.898 0.079
H -24.807 28.183 12.662 0.081
C -12.400 24.112 22.394 -0.076
C -12.409 23.294 21.167 -0.275
N -12.379 22.711 20.147 0.111
H -12.414 25.156 22.082 0.083
H -11.599 23.839 23.081 0.080
H -13.294 23.826 22.947 0.077
C -13.982 28.542 15.032 -0.085
C -14.257 29.875 14.868 -0.065
C -15.352 30.297 14.079 0.005
C -16.261 29.367 13.559 -0.110
C -15.951 27.979 13.853 -0.001
C -14.774 27.607 14.419 -0.094
N -17.510 29.757 12.894 -0.343
O -17.750 30.938 12.953 0.077
O -18.233 28.942 12.284 0.059
H -13.108 28.232 15.585 0.112
H -13.629 30.577 15.398 0.106
H -15.611 31.344 14.021 0.111
H -16.635 27.185 13.595 0.114
H -14.523 26.557 14.396 0.114
C -12.239 37.013 13.234 -0.083
C -11.091 36.706 12.537 -0.096
C -11.028 36.879 11.194 -0.022
C -12.170 37.157 10.408 -0.113
C -13.402 37.376 11.083 0.034
C -13.363 37.377 12.531 -0.058
N -12.129 37.012 8.934 -0.345
O -13.172 37.013 8.235 0.045
O -11.062 36.817 8.432 0.087
H -12.098 36.904 14.299 0.110
H -10.160 36.462 13.028 0.113
H -10.083 36.630 10.734 0.117
H -14.364 37.507 10.609 0.111
H -14.253 37.745 13.021 0.100
C -23.709 18.800 9.078 -0.083
C -22.724 18.637 8.062 -0.045
C -21.433 18.953 8.442 -0.031
C -21.090 19.485 9.699 -0.100
C -22.146 19.565 10.687 0.019
C -23.459 19.261 10.332 -0.089
N -19.675 19.852 9.999 -0.316
O -18.822 19.721 9.087 0.041
O -19.374 20.326 11.105 0.060
H -24.711 18.564 8.752 0.103
H -22.799 18.295 7.041 0.108
H -20.625 18.788 7.744 0.111
H -21.988 19.901 11.701 0.110
H -24.301 19.334 11.004 0.111
C -4.130 25.299 22.180 -0.105
C -4.964 25.684 21.153 -0.060
C -6.009 26.577 21.346 -0.018
C -6.329 26.988 22.617 -0.108
C -5.512 26.438 23.644 0.008
C -4.369 25.680 23.427 -0.086
N -7.438 27.956 22.940 -0.359
O -7.689 28.159 24.080 0.090
O -8.166 28.412 22.068 0.066
H -3.247 24.689 22.054 0.116
H -4.751 25.375 20.140 0.110
H -6.517 26.949 20.469 0.120
H -5.752 26.831 24.621 0.110
H -3.725 25.341 24.225 0.117
```

## Properties
E_LUMO ... -0.85 eV
SMILES ... O=[N+]([O-])c1ccccc1.O=[N+]([O-])c1ccccc1.O=[N+]([O-])c1ccccc1.O=[N+]([O-])c1ccccc1.CC#N.CC#N.CC#N.CC#N
HOMO-LUMO gap ... 9.19 eV
Net charge ... 0
Max |F| ... 3.67 eV Å⁻¹
Total energy ... -2278.03028 Ha

(6)
Below is 2 unconnected molecules or ions with the total composition C8H14N3, with properties calculated with ωB97M-V/def2-TZVPD.

XYZ file:
```
25
Properties=species:S:1:pos:R:3:lowdin_charge:R:1
C -1.921 2.456 1.839 -0.059
C -1.453 1.441 2.731 -0.038
C -1.300 2.612 0.658 -0.027
C -0.471 0.566 2.430 -0.027
C -0.157 1.722 0.238 -0.113
C 0.326 0.773 1.246 -0.249
C 1.391 -0.065 0.834 0.005
C 0.259 -1.455 -0.519 -0.183
N -0.520 -0.532 -1.122 0.062
N 1.119 -2.127 -1.334 0.012
N 1.373 -1.252 -2.432 0.042
H -2.692 3.082 2.198 0.104
H -1.971 1.499 3.699 0.129
H -1.543 3.265 -0.051 0.075
H -0.196 -0.254 3.096 0.124
H 0.527 2.271 -0.285 0.107
H 1.927 0.406 0.050 0.062
H 1.907 -0.809 1.424 0.090
H 0.012 -1.855 0.428 0.135
H -0.968 1.144 -0.431 0.186
H -1.460 -0.789 -1.120 0.113
H 1.667 -2.851 -1.018 0.123
H 2.131 -0.584 -2.349 0.111
H 1.399 -1.812 -3.252 0.099
H -0.212 -0.125 -1.996 0.120
```

## Properties
E_LUMO ... -3.90 eV
HOMO-LUMO gap ... 7.59 eV
Net charge ... +1
Max |F| ... 5.14 eV Å⁻¹
Total energy ... -477.10015 Ha

(7)
Below is C9H8BNO2 in the gas phase, with properties calculated with ωB97M-V/def2-TZVPD.

XYZ file:
```
21
Properties=species:S:1:pos:R:3:lowdin_charge:R:1
N -3.089 4.386 -0.472 0.156
C -2.450 3.437 -0.328 -0.269
O 1.230 -2.571 -2.078 0.135
O 2.589 -0.492 -1.981 0.138
B 1.644 -1.367 -1.479 -0.596
C -1.682 2.314 -0.415 -0.097
C -1.782 1.382 0.576 -0.001
C 0.418 -1.132 2.248 -0.049
C 1.226 -1.551 1.150 -0.014
C -0.600 -0.249 2.030 -0.040
C -0.102 -0.193 -0.285 0.001
C 0.933 -1.118 -0.118 -0.087
C -0.813 0.297 0.768 -0.219
H 1.607 -2.920 -2.919 0.115
H 2.946 -0.687 -2.939 0.166
H -0.952 2.157 -1.167 0.102
H -2.616 1.548 1.277 0.131
H 0.891 -1.361 3.195 0.107
H 2.090 -2.142 1.273 0.101
H -1.053 0.147 2.907 0.107
H -0.436 0.115 -1.242 0.113
```

## Properties
E_LUMO ... -0.15 eV
SMILES ... N#C/C=C/c1cccc(B(O)O)c1
HOMO-LUMO gap ... 8.79 eV
Net charge ... 0
Max |F| ... 4.15 eV Å⁻¹
Total energy ... -577.89715 Ha